(1)
186
Properties=species:S:1:pos:R:3 method="wB97M-V/def2-TZVPD" largest_force_ev_per_a=2.92 gap_ev="3.834 / 6.102" energy_ha=-4592.3354 lumo_energy_ev="0.504 / 0.499" multiplicity=4 homo_energy_ev="-3.33 / -5.60"
Ni 16.895 5.403 18.480
C 16.135 2.072 21.241
C 15.802 1.281 19.923
C 14.731 0.118 20.330
C 13.988 -0.527 19.153
C 13.332 0.589 18.293
C 14.228 1.706 17.828
N 15.128 2.126 18.954
O 15.787 3.425 18.721
C 13.325 2.897 17.274
C 15.103 1.182 16.637
C 17.186 0.651 19.441
H 15.340 2.669 21.688
H 16.896 2.832 21.060
H 16.641 1.441 21.971
H 13.995 0.570 20.995
H 15.237 -0.713 20.822
H 13.179 -1.171 19.497
H 14.635 -1.157 18.543
H 12.766 1.179 19.014
H 12.700 0.039 17.596
H 12.846 3.407 18.110
H 12.536 2.473 16.652
H 13.865 3.644 16.692
H 16.055 1.707 16.551
H 14.536 1.302 15.713
H 15.450 0.149 16.639
H 17.859 0.264 20.206
H 17.882 1.374 19.015
H 16.947 -0.153 18.745
C 17.080 -3.454 17.630
C 17.328 -3.643 16.123
C 18.798 -3.635 15.814
O 16.649 -4.798 15.668
H 17.819 -2.697 17.895
H 17.296 -4.403 18.122
H 16.105 -3.041 17.886
H 16.922 -2.792 15.577
H 19.307 -2.672 15.845
H 18.867 -4.068 14.816
H 19.428 -4.247 16.458
H 17.272 -5.528 15.707
C 20.361 0.064 21.983
C 21.111 1.319 22.435
C 20.446 1.896 23.727
O 22.468 1.083 22.635
H 20.747 -0.429 21.091
H 19.343 0.377 21.750
H 20.319 -0.590 22.854
H 21.001 1.958 21.559
H 20.901 2.803 24.123
H 20.287 1.200 24.551
H 19.402 2.119 23.505
H 22.454 0.539 23.426
C 10.963 -2.958 22.011
C 9.689 -2.657 21.217
C 9.685 -1.276 20.516
O 9.591 -3.514 20.057
H 11.689 -2.146 21.971
H 11.479 -3.827 21.602
H 10.805 -3.107 23.080
H 8.865 -2.941 21.871
H 10.277 -1.288 19.601
H 10.130 -0.519 21.160
H 8.662 -0.949 20.328
H 10.200 -4.252 20.136
C 8.203 2.145 19.680
C 9.309 2.147 18.668
C 8.926 2.785 17.297
O 10.406 2.913 19.177
H 8.567 1.610 20.557
H 7.219 1.740 19.441
H 8.021 3.160 20.033
H 9.656 1.134 18.463
H 8.554 1.987 16.654
H 9.809 3.199 16.810
H 8.122 3.482 17.534
H 11.132 2.638 18.612
C 10.728 -3.127 15.039
C 10.778 -3.647 16.550
C 12.184 -3.271 17.170
O 9.811 -2.901 17.258
H 10.942 -2.070 14.886
H 9.767 -3.272 14.545
H 11.494 -3.582 14.412
H 10.536 -4.707 16.475
H 12.976 -3.597 16.496
H 12.375 -3.578 18.198
H 12.257 -2.198 17.351
H 9.626 -3.228 18.142
C 16.134 4.976 12.510
C 15.385 3.687 12.553
C 15.777 2.580 11.596
O 15.631 3.120 13.841
H 16.013 5.683 13.331
H 16.037 5.479 11.547
H 17.170 4.652 12.606
H 14.347 4.018 12.514
H 15.005 1.815 11.681
H 16.731 2.136 11.882
H 15.646 2.932 10.573
H 14.861 2.583 14.043
C 9.436 3.529 23.078
C 10.950 3.496 22.789
C 11.464 2.032 22.812
O 11.172 4.141 21.531
H 8.972 4.427 22.672
H 9.391 3.457 24.165
H 8.842 2.694 22.708
H 11.455 4.017 23.602
H 10.943 1.435 22.063
H 11.310 1.561 23.783
H 12.530 1.900 22.624
H 10.754 3.556 20.894
C 21.030 0.724 18.309
C 21.411 1.806 17.265
C 20.531 1.739 15.947
O 21.250 3.108 17.840
H 21.582 0.955 19.219
H 21.472 -0.200 17.936
H 19.964 0.501 18.360
H 22.437 1.601 16.959
H 20.925 2.462 15.233
H 19.485 1.965 16.153
H 20.558 0.767 15.454
H 22.094 3.287 18.260
C 17.471 0.085 13.508
C 17.161 -1.256 12.865
C 16.303 -1.082 11.587
O 18.393 -1.843 12.601
H 18.065 0.000 14.418
H 16.594 0.552 13.956
H 18.010 0.730 12.814
H 16.628 -1.930 13.536
H 15.986 -2.016 11.124
H 16.944 -0.522 10.905
H 15.411 -0.478 11.753
H 18.291 -2.591 12.009
C 11.133 7.408 19.733
C 11.465 6.243 18.827
C 11.345 6.566 17.397
O 12.775 5.779 19.034
H 11.265 7.118 20.775
H 10.153 7.824 19.500
H 11.902 8.167 19.587
H 10.769 5.438 19.062
H 10.326 6.899 17.204
H 11.546 5.641 16.855
H 12.072 7.270 16.991
H 12.651 5.057 19.654
C 14.689 -3.192 22.427
C 14.519 -4.444 21.621
C 15.023 -4.322 20.135
O 15.186 -5.502 22.364
H 14.645 -3.331 23.507
H 13.958 -2.417 22.197
H 15.709 -2.824 22.311
H 13.449 -4.558 21.796
H 14.449 -3.659 19.488
H 14.859 -5.294 19.670
H 16.077 -4.047 20.124
H 14.959 -5.511 23.296
C 15.519 5.662 21.557
O 16.539 5.750 20.563
H 15.229 6.694 21.754
H 14.733 5.044 21.121
H 15.796 5.116 22.459
H 17.112 6.428 20.928
C 18.365 5.442 15.716
O 17.322 4.867 16.453
H 18.829 6.308 16.187
H 19.155 4.713 15.538
H 18.079 5.675 14.690
H 17.068 4.004 16.118
C 19.274 4.383 20.272
O 18.956 4.596 18.936
H 18.745 3.470 20.546
H 20.332 4.166 20.417
H 19.086 5.232 20.929
H 19.650 4.152 18.442
C 14.766 6.915 16.666
O 15.036 6.213 17.872
H 14.079 6.335 16.049
H 14.152 7.802 16.820
H 15.696 7.021 16.107
H 14.216 6.151 18.368

---

(2)
12
Properties=species:S:1:pos:R:3 method="wB97M-V/def2-TZVPD" largest_force_ev_per_a=1.60 gap_ev=10.795 energy_ha=-305.7444 de_lowest_ev=0.947 smiles=O.O.O.O lumo_energy_ev=0.209 multiplicity=1 homo_energy_ev=-10.59
O -3.394 0.343 1.229
H -2.558 -0.195 1.098
H -3.256 0.741 2.105
O 1.712 0.093 0.322
H 1.328 0.984 0.295
H 1.923 0.050 1.258
O -1.005 -0.644 0.334
H -1.243 -1.251 -0.341
H -0.067 -0.780 0.355
O 1.859 0.314 -2.406
H 1.998 0.278 -1.473
H 2.704 0.062 -2.775

---

(3)
62
Properties=species:S:1:pos:R:3 method="wB97M-V/def2-TZVPD" largest_force_ev_per_a=3.40 gap_ev=7.607 energy_ha=-1402.1029 de_lowest_ev=2.697 smiles="CCOC(=O)C(C(=O)OCC)(c1ccc(OC)cc1)[C@H](/C=C/N(C)C)c1ccccc1" lumo_energy_ev=0.618 multiplicity=1 homo_energy_ev=-6.99
C 2.690 3.852 -0.735
C 1.401 3.233 -1.197
O 1.193 2.094 -0.306
C 0.048 1.428 -0.580
O -0.546 1.633 -1.650
C -0.408 0.431 0.453
C 0.408 0.319 1.774
O 0.400 -0.702 2.487
O 1.213 1.335 2.080
C 2.137 0.990 3.150
C 3.111 2.119 3.343
C -1.853 0.328 0.666
C -2.368 -0.508 1.686
C -3.725 -0.766 1.836
C -4.656 -0.155 0.959
O -5.963 -0.443 1.163
C -6.983 0.276 0.436
C -4.180 0.712 -0.059
C -2.808 0.933 -0.188
C 0.216 -1.060 -0.508
C 1.605 -1.333 -0.696
C 2.475 -1.715 0.313
N 3.777 -2.007 0.188
C 4.594 -2.256 1.382
C 4.453 -2.141 -1.109
C -0.701 -1.342 -1.661
C -1.985 -1.877 -1.454
C -2.904 -1.926 -2.484
C -2.507 -1.604 -3.791
C -1.175 -1.252 -4.021
C -0.273 -1.141 -2.974
H 2.981 4.658 -1.411
H 2.582 4.302 0.261
H 3.487 3.101 -0.706
H 0.555 3.917 -1.060
H 1.450 2.918 -2.250
H 1.551 0.800 4.065
H 2.682 0.058 2.885
H 3.777 1.798 4.161
H 3.707 2.305 2.439
H 2.639 3.056 3.665
H -1.694 -0.962 2.404
H -4.073 -1.410 2.644
H -7.913 -0.144 0.846
H -6.930 1.365 0.642
H -6.933 0.085 -0.657
H -4.862 1.236 -0.743
H -2.469 1.592 -0.981
H -0.176 -1.418 0.443
H 2.013 -1.346 -1.719
H 2.121 -1.739 1.366
H 5.623 -2.426 1.057
H 4.534 -1.387 2.062
H 4.195 -3.141 1.906
H 5.508 -2.336 -0.876
H 4.047 -2.987 -1.679
H 4.372 -1.229 -1.714
H -2.266 -2.224 -0.453
H -3.927 -2.248 -2.280
H -3.209 -1.710 -4.619
H -0.820 -1.075 -5.033
H 0.765 -0.864 -3.167

---

(4)
22
Properties=species:S:1:pos:R:3 method="wB97M-V/def2-TZVPD" largest_force_ev_per_a=5.92 gap_ev=2.901 energy_ha=-1602.8744 de_lowest_ev=1.555 lumo_energy_ev=-21.673 multiplicity=1 homo_energy_ev=-24.57 total_charge=+4
O -3.263 -0.291 -0.969
N -2.763 -0.332 -2.005
O -2.064 -1.532 -2.138
C -0.686 -1.313 -2.448
C 0.258 -1.559 -1.183
O 0.277 -2.634 -0.745
O 1.119 -0.557 -0.587
C 0.457 0.286 0.286
F -0.594 0.965 -0.365
P -0.318 -0.625 1.766
O -0.044 0.037 3.169
P 1.686 1.634 0.831
O 1.207 2.326 2.087
O 3.193 1.051 0.934
O 1.773 2.698 -0.386
H -0.398 -2.100 -3.204
H -0.480 -0.324 -2.932
H 0.091 -1.997 1.837
H -1.780 -0.606 1.609
H 3.204 0.385 1.659
H 0.965 3.257 -0.339
Hf -1.840 1.230 3.123

---

(5)
145
Properties=species:S:1:pos:R:3 method="wB97M-V/def2-TZVPD" largest_force_ev_per_a=2.79 gap_ev=8.429 energy_ha=-7758.1876 smiles="CCCCO[C@](CC(N)(N)N)(OCB(O)O)[C@H](CCC(N)=O)OCBr.O=C1OC[C@@H](F)O1.O=C1OC[C@@H](F)O1.O=C1OC[C@@H](F)O1.O=C1OC[C@@H](F)O1.O=C1OC[C@@H](F)O1.O=C1OC[C@@H](F)O1.O=C1OC[C@@H](F)O1.O=C1OC[C@@H](F)O1.O=C1OC[C@@H](F)O1" lumo_energy_ev=-0.078 multiplicity=1 homo_energy_ev=-8.51
C 3.474 0.105 -0.097
C 2.399 -0.944 -0.409
C 2.315 -1.157 -1.929
C 0.961 -0.782 -2.552
O 0.640 0.541 -2.194
C -0.593 1.023 -2.776
C -1.719 0.254 -2.092
C -3.178 0.795 -2.094
N -3.425 1.989 -2.919
N -4.046 -0.320 -2.515
N -3.637 1.095 -0.746
O -0.419 0.916 -4.162
C -1.436 0.358 -4.981
B -1.281 -1.182 -5.380
O -1.266 -1.511 -6.719
O -1.139 -2.197 -4.453
C -0.588 2.564 -2.455
C 0.817 3.123 -2.595
C 0.828 4.640 -2.895
C 2.030 4.993 -3.757
N 2.757 6.200 -3.421
O 2.358 4.355 -4.682
O -1.324 2.894 -1.271
C -0.673 3.373 -0.171
Br 0.376 2.013 0.796
H 3.448 0.890 -0.843
H 3.264 0.598 0.849
H 4.475 -0.309 -0.054
H 2.761 -1.876 0.016
H 1.447 -0.749 0.064
H 3.059 -0.540 -2.427
H 2.509 -2.183 -2.222
H 0.249 -1.531 -2.203
H 1.090 -0.934 -3.622
H -1.415 0.121 -1.067
H -1.740 -0.750 -2.498
H -3.890 1.692 -3.766
H -4.110 2.569 -2.446
H -5.008 -0.072 -2.336
H -3.906 -0.544 -3.490
H -3.390 0.347 -0.116
H -3.269 1.986 -0.443
H -2.463 0.488 -4.643
H -1.389 0.884 -5.929
H -1.992 -2.111 -6.954
H -1.728 -2.923 -4.699
H -1.148 2.979 -3.282
H 1.278 2.672 -3.461
H 1.479 2.920 -1.762
H -0.083 4.885 -3.436
H 0.914 5.245 -1.999
H 2.087 6.964 -3.460
H 3.110 6.144 -2.472
H -1.431 3.645 0.546
H -0.081 4.265 -0.322
O 7.803 5.829 -7.744
C 7.080 5.849 -6.806
O 5.771 6.195 -6.845
C 5.215 5.959 -5.540
C 6.441 6.019 -4.669
F 6.343 5.193 -3.596
O 7.459 5.536 -5.529
H 4.738 4.979 -5.519
H 4.478 6.711 -5.282
H 6.705 7.021 -4.324
O 0.019 4.433 3.067
C 0.445 3.802 3.975
O 0.088 3.985 5.272
C 0.698 2.941 6.042
C 1.858 2.552 5.161
F 2.155 1.232 5.263
O 1.362 2.799 3.861
H -0.010 2.122 6.173
H 1.008 3.303 7.019
H 2.764 3.138 5.324
O 1.546 0.146 9.704
C 1.791 -0.706 8.920
O 2.884 -1.509 8.965
C 2.750 -2.489 7.928
C 1.810 -1.799 6.972
F 1.009 -2.685 6.325
O 1.016 -1.005 7.835
H 2.320 -3.402 8.341
H 3.714 -2.721 7.482
H 2.302 -1.157 6.240
O 2.312 -7.778 6.257
C 1.424 -7.197 6.781
O 0.117 -7.561 6.716
C -0.624 -6.692 7.585
C 0.278 -5.491 7.661
F 0.193 -4.873 8.868
O 1.571 -6.061 7.527
H -0.753 -7.172 8.556
H -1.600 -6.462 7.170
H 0.123 -4.757 6.871
O 2.812 -3.674 2.518
C 3.161 -4.586 1.852
O 3.273 -5.866 2.295
C 3.588 -6.691 1.171
C 4.201 -5.697 0.215
F 3.948 -6.024 -1.075
O 3.516 -4.499 0.534
H 2.673 -7.128 0.770
H 4.271 -7.489 1.451
H 5.274 -5.546 0.345
O -3.233 -6.612 5.758
C -2.920 -6.899 4.651
O -2.714 -8.165 4.217
C -2.487 -8.110 2.805
C -2.014 -6.689 2.620
F -2.387 -6.188 1.419
O -2.708 -6.001 3.648
H -3.422 -8.300 2.278
H -1.748 -8.847 2.500
H -0.940 -6.548 2.752
O -3.147 -3.803 -6.952
C -2.981 -4.864 -6.448
O -3.454 -6.030 -6.937
C -2.931 -7.088 -6.124
C -2.625 -6.370 -4.833
F -1.556 -6.904 -4.202
O -2.296 -5.064 -5.287
H -2.032 -7.493 -6.589
H -3.661 -7.884 -6.004
H -3.462 -6.310 -4.136
O 1.848 8.243 -0.970
C 1.196 8.239 0.020
O 0.609 7.137 0.542
C 0.027 7.504 1.798
C -0.159 8.990 1.631
F -0.027 9.648 2.808
O 0.923 9.340 0.779
H 0.716 7.260 2.606
H -0.907 6.972 1.960
H -1.099 9.282 1.160
O -6.741 1.583 -3.103
C -6.946 2.298 -2.182
O -8.112 2.348 -1.492
C -7.923 3.227 -0.380
C -6.775 4.083 -0.849
F -5.989 4.476 0.182
O -6.045 3.193 -1.675
H -7.662 2.645 0.505
H -8.825 3.799 -0.177
H -7.069 4.959 -1.431